Entry 1:
The following is a quantum chemistry calculation of C35H23Cl3N7O4V as an isolated structure in a non-equilibrium geometry, from the Open Molecules 2025 dataset.

The geometry in XYZ format:
```
73
Properties=species:S:1:pos:R:3:forces:R:3
V -0.067 -0.143 -0.163 -1.52 0.32 0.99
Cl 3.925 -4.033 -4.059 -0.02 0.03 0.12
C 3.285 -3.230 -2.658 -0.02 0.02 -0.17
C 2.425 -2.151 -2.850 0.00 -0.07 -0.12
C 1.897 -1.512 -1.752 -0.18 0.56 -0.10
N 1.086 -0.346 -1.754 0.49 -0.27 -0.53
C 1.483 0.764 -2.419 0.11 0.17 0.40
O 2.022 0.860 -3.504 0.08 -0.03 -0.12
C 1.310 2.005 -1.537 0.08 -0.50 -0.05
C 1.673 3.263 -1.964 0.05 0.15 -0.05
C 1.614 4.308 -1.055 0.03 0.05 -0.08
C 1.198 4.057 0.243 -0.04 -0.05 0.08
C 0.831 2.767 0.586 0.00 -0.06 -0.09
N 0.893 1.761 -0.286 -0.02 0.33 0.04
C 2.222 -1.916 -0.449 -0.10 0.32 0.38
C 3.099 -2.968 -0.262 0.06 -0.17 -0.07
C 3.616 -3.628 -1.376 0.09 -0.11 0.19
Cl 4.696 -4.962 -1.097 -0.07 0.09 -0.06
N 1.538 -1.191 0.560 0.65 -0.52 -0.43
C 1.964 -1.217 1.836 -0.25 0.05 0.10
O 3.042 -1.573 2.287 0.08 -0.05 -0.01
C 0.838 -0.862 2.786 0.01 -0.08 -0.26
C 1.026 -0.870 4.156 -0.01 0.01 0.08
C -0.089 -0.776 4.968 0.04 0.01 0.06
C -1.344 -0.697 4.380 -0.05 0.00 0.03
C -1.436 -0.657 3.002 0.10 0.14 -0.12
N -0.360 -0.718 2.212 0.18 0.07 -0.04
H 2.191 -1.813 -3.849 0.00 0.01 0.01
H 2.003 3.382 -2.986 0.01 0.02 0.01
H 1.897 5.310 -1.354 0.00 -0.01 0.00
H 1.149 4.840 0.986 0.01 0.03 -0.03
H 0.462 2.519 1.573 0.00 0.00 0.01
H 3.404 -3.273 0.726 -0.02 0.01 -0.01
H 2.030 -0.983 4.540 0.00 -0.01 0.00
H 0.011 -0.788 6.046 0.00 0.00 -0.01
H -2.245 -0.661 4.976 0.01 0.00 0.00
H -2.397 -0.584 2.511 0.03 -0.02 0.01
N -1.653 -1.408 -2.841 -0.03 0.00 0.12
C -1.592 -2.325 -1.791 0.15 0.18 -0.13
C -2.161 -3.577 -2.053 0.00 -0.01 -0.04
C -2.044 -4.582 -1.130 -0.04 -0.10 0.02
C -1.361 -4.326 0.054 0.02 -0.01 0.00
C -0.850 -3.068 0.241 0.04 0.25 0.00
N -0.954 -2.062 -0.653 -0.22 -0.14 0.02
C -1.831 -0.032 -2.878 0.12 -0.16 0.10
C -2.445 0.494 -4.023 -0.03 -0.01 -0.01
C -2.666 1.844 -4.096 -0.02 0.11 -0.07
C -2.291 2.653 -3.024 -0.03 -0.03 -0.06
C -1.679 2.052 -1.955 0.14 -0.16 0.17
N -1.410 0.733 -1.883 0.05 -0.11 0.00
H -1.986 -1.848 -3.681 -0.02 -0.01 -0.08
H -2.691 -3.731 -2.984 0.00 -0.03 0.00
H -2.479 -5.554 -1.326 0.02 0.01 0.01
H -1.218 -5.079 0.815 -0.02 -0.02 -0.02
H -0.303 -2.822 1.136 -0.01 -0.01 0.01
H -2.747 -0.169 -4.823 -0.01 0.01 0.00
H -3.138 2.268 -4.973 0.00 0.00 0.02
H -2.463 3.719 -3.018 -0.01 -0.01 -0.03
H -1.371 2.627 -1.092 -0.02 0.01 -0.01
Cl -6.495 4.524 3.555 0.05 -0.06 -0.05
C -5.428 3.435 2.709 -0.08 0.06 0.05
C -4.069 3.698 2.692 0.05 -0.05 -0.03
C -3.228 2.825 2.018 -0.03 0.05 0.04
C -3.737 1.706 1.367 0.04 0.15 -0.01
C -5.105 1.464 1.398 -0.02 0.01 -0.01
C -5.959 2.326 2.070 0.00 -0.03 -0.02
C -2.821 0.754 0.640 0.29 0.05 0.14
O -3.291 -0.230 0.077 0.04 -0.03 -0.02
O -1.564 1.058 0.714 -0.20 -0.35 -0.30
H -3.682 4.571 3.200 0.00 -0.01 0.00
H -2.162 3.003 1.993 0.00 0.00 0.00
H -5.488 0.590 0.887 0.01 0.01 0.00
H -7.025 2.148 2.101 0.01 -0.01 -0.01
```
Forces are in eV/Å.

The value obtained for the LUMO energy (spin up / spin down) is 0.0 / -0.2 eV. The multiplicity is 3. The value obtained for the strongest force on any atom is 1.840 eV/Å. As for the total energy: -118549.893 eV. For the energy above the lowest of the compared OMol25 structures with the same formula, charge and spin, the calculation gives 12.94 kcal/mol.

Entry 2:
The following is a quantum chemistry calculation of C20H36Al2BrCsFI3N3NbO12P as an isolated structure in a non-equilibrium geometry, from the Open Molecules 2025 dataset.

The geometry in XYZ format:
```
81
Properties=species:S:1:pos:R:3:forces:R:3
C 3.587 2.733 0.263 0.54 0.47 0.01
N 3.734 1.376 0.770 -2.44 0.23 -1.54
C 2.560 0.530 0.471 2.06 1.03 0.71
Nb 1.060 0.701 2.211 -2.67 -4.52 0.92
F 2.762 0.912 3.444 -0.04 2.38 -0.49
I -0.454 1.044 4.570 0.70 0.64 -1.20
C -0.710 0.823 0.856 1.06 1.35 -0.43
O -1.302 2.108 0.633 0.39 -0.57 0.25
C -1.928 2.663 1.711 -0.61 0.55 0.76
C -1.374 3.804 2.277 0.77 0.18 -0.73
C -1.942 4.467 3.337 -0.26 0.49 0.45
C -1.320 5.739 3.895 -0.45 -0.48 -0.50
C -3.118 3.952 3.875 0.24 0.29 0.23
C -3.691 2.819 3.330 -0.03 0.30 0.27
C -3.123 2.177 2.242 -0.38 -1.33 -0.63
C -3.846 0.944 1.680 0.14 -0.22 -0.17
C -3.714 0.772 0.145 -1.21 -0.07 0.30
C -3.521 -0.336 2.502 -0.19 0.78 0.56
C 1.004 -1.499 2.580 0.32 0.83 0.18
I 1.220 -2.129 4.650 0.31 0.14 -0.57
C 0.843 -2.534 1.729 0.17 -0.52 0.70
C 0.791 -4.001 2.168 -0.85 0.72 -1.34
I 0.623 -2.157 -0.325 0.03 -0.22 0.12
H 4.076 3.435 0.988 0.11 -0.13 -0.48
H 4.108 2.896 -0.692 0.07 -0.12 0.24
H 2.544 3.043 0.121 0.05 -0.35 0.09
H 4.594 0.943 0.419 0.73 -0.21 0.67
H 2.077 0.845 -0.467 -0.20 -0.17 0.24
H 2.949 -0.494 0.446 -0.49 0.01 0.01
H 1.262 2.561 2.025 1.16 0.81 0.46
H -0.319 0.558 -0.137 -0.07 -0.07 0.23
H -1.418 0.036 1.141 0.15 0.19 0.16
H -0.452 4.195 1.836 -0.19 -0.09 -0.01
H -0.285 5.527 4.193 -0.19 0.28 0.23
H -1.942 6.086 4.723 0.47 0.03 0.12
H -1.326 6.534 3.137 0.11 -0.16 0.12
H -3.574 4.455 4.725 -0.03 -0.11 -0.14
H -4.618 2.454 3.767 0.12 -0.10 -0.21
H -4.916 1.112 1.874 0.26 0.17 -0.04
H -2.934 0.081 -0.182 0.05 0.33 0.01
H -3.659 1.748 -0.347 0.33 -0.29 0.00
H -4.655 0.341 -0.217 0.28 -0.08 0.03
H -2.506 -0.714 2.349 -0.28 -0.18 -0.07
H -3.576 -0.041 3.561 0.04 -0.24 -0.15
H -4.271 -1.121 2.369 0.26 0.05 -0.31
H 1.753 -4.337 2.555 -0.18 0.02 0.08
H 0.482 -4.590 1.302 0.37 -0.22 0.30
H -0.025 -4.084 2.894 0.39 -0.13 0.17
Al 2.837 2.964 3.090 -0.36 -1.88 0.00
O 6.426 0.287 0.371 -0.03 -0.10 -0.16
P 6.941 1.401 1.262 -1.03 1.16 -1.13
O 6.770 2.733 0.550 -0.12 -0.02 0.13
O 8.476 1.154 1.599 1.48 -0.56 0.74
O 6.160 1.419 2.566 -0.22 -1.23 -1.22
O -0.219 -6.312 -0.441 0.11 0.10 0.07
H -0.300 -5.354 -0.399 -0.12 -0.01 -0.18
H 0.487 -6.465 -1.076 -0.04 -0.08 -0.02
C 1.298 -3.442 -4.529 0.05 0.21 -0.05
C 1.100 -2.102 -3.981 -0.08 0.25 0.13
N 0.919 -1.052 -3.542 0.15 -0.44 0.11
H 0.498 -3.674 -5.232 0.01 -0.08 0.02
H 2.256 -3.494 -5.045 -0.01 0.01 0.00
H 1.286 -4.176 -3.726 -0.02 0.00 0.00
Cs 6.776 2.708 4.454 0.86 1.23 2.15
Al 3.087 5.704 1.861 -0.02 -0.01 -0.03
O -5.051 -0.349 -2.488 0.05 -0.01 -0.16
H -4.224 -0.311 -2.990 0.01 -0.07 0.02
H -5.743 -0.271 -3.151 0.01 -0.01 0.01
C -1.094 -4.881 -7.153 0.62 -0.36 -0.82
O -1.906 -4.552 -8.042 -0.38 0.17 0.64
O 0.105 -5.348 -7.630 -0.75 0.36 -0.12
O -1.247 -4.831 -5.926 0.24 -0.48 0.06
H -0.105 -5.257 -8.579 0.75 -0.30 -0.04
C -2.771 -2.775 -4.966 -0.29 0.35 0.59
N -2.117 -1.438 -4.985 -0.49 -0.24 0.21
O -2.353 -0.667 -4.066 0.02 0.16 0.02
O -1.390 -1.199 -5.914 0.27 0.17 -0.16
H -3.390 -2.846 -4.078 -0.03 0.17 0.02
H -3.371 -2.856 -5.868 0.20 -0.11 -0.11
H -1.981 -3.522 -4.955 -0.29 0.21 -0.18
Br 10.092 2.047 1.481 -1.46 -0.25 -0.18
```
Forces are in eV/Å.

The value obtained for the LUMO energy is -8.5 eV. The value obtained for the strongest force on any atom is 5.334 eV/Å. As for the total energy: -171988.582 eV. The total charge is +1.

Entry 3:
The following is a quantum chemistry calculation of one molecule with the formula C3H7NS2 in a non-equilibrium geometry, from the Open Molecules 2025 dataset.

The geometry in XYZ format:
```
13
Properties=species:S:1:pos:R:3:forces:R:3
C -0.829 -1.404 -0.848 0.81 -0.42 0.15
C 0.609 -1.610 -0.140 -0.64 0.24 -4.75
S 1.338 0.028 -0.885 0.99 -0.06 0.45
C 0.642 1.518 -0.138 -0.42 0.21 2.78
N -0.519 1.523 0.564 4.35 2.47 -1.18
S -0.607 3.206 1.507 -0.63 -3.47 1.74
H -0.614 -1.430 -2.038 -0.64 0.67 2.99
H -1.141 -0.420 -0.336 -0.36 -1.54 -1.65
H -1.561 -2.227 -0.688 0.43 0.54 0.30
H 1.135 -2.540 -0.654 -0.57 2.28 1.13
H 0.801 -1.566 0.893 -0.47 -0.08 1.28
H 1.622 2.383 -0.134 -3.43 -2.25 -0.13
H -0.875 2.538 2.896 0.59 1.42 -3.10
```
Forces are in eV/Å.

The value obtained for the LUMO energy is 0.3 eV. The value obtained for the strongest force on any atom is 5.136 eV/Å. As for the total energy: -26380.932 eV. For the energy above the lowest of the compared OMol25 structures with the same formula, charge and spin, the calculation gives 97.85 kcal/mol.

Entry 4:
The following is a quantum chemistry calculation of C23H24Cl2I2N2OScTe as an isolated structure, from the Open Molecules 2025 dataset.

The geometry in XYZ format:
```
56
Properties=species:S:1:pos:R:3:forces:R:3
Sc 0.154 -0.203 0.710 -0.14 0.20 0.10
I -4.682 -1.070 6.450 0.04 0.02 -0.02
C -3.031 -0.799 5.188 -0.10 0.02 0.12
C -2.120 0.211 5.455 -0.03 -0.05 -0.02
C -1.039 0.364 4.609 0.25 0.12 -0.12
I 0.360 1.885 4.933 -0.10 -0.05 0.04
C -0.822 -0.461 3.491 0.04 0.01 0.10
O 0.220 -0.316 2.715 -0.06 -0.02 0.12
C -1.780 -1.468 3.246 -0.06 -0.12 -0.09
C -1.593 -2.365 2.051 0.02 -0.06 -0.03
N -1.651 -1.620 0.771 -0.06 -0.08 0.16
C -2.959 -0.984 0.508 0.12 0.08 -0.02
C -2.794 0.454 0.079 -0.01 -0.04 0.05
C -3.761 1.104 -0.624 0.01 0.10 -0.04
C -3.652 2.497 -0.878 -0.03 -0.02 -0.01
C -2.557 3.157 -0.282 -0.04 -0.04 -0.03
C -1.613 2.448 0.400 0.04 0.03 0.01
N -1.633 1.064 0.532 -0.06 -0.14 -0.15
C -2.868 -1.628 4.090 0.07 0.04 -0.02
H -2.249 0.870 6.301 -0.01 0.00 0.01
H -0.606 -2.835 2.089 0.01 0.00 -0.02
H -2.350 -3.156 2.075 -0.01 0.00 -0.01
H -1.398 -2.264 0.028 0.02 0.04 -0.03
H -3.524 -1.552 -0.234 -0.02 0.01 -0.02
H -3.533 -1.007 1.438 0.02 0.00 0.03
H -4.630 0.547 -0.957 0.00 -0.01 0.00
H -4.408 3.034 -1.432 0.00 -0.01 0.00
H -2.456 4.234 -0.351 0.02 0.00 0.01
H -0.775 2.954 0.871 0.00 0.00 0.00
H -3.592 -2.408 3.886 0.01 -0.01 -0.02
Cl -0.921 -0.100 -2.715 0.09 -0.09 -0.11
C 0.778 0.396 -2.687 -0.06 0.14 0.07
Cl 0.971 1.710 -1.496 0.14 -0.08 -0.02
H 1.054 0.788 -3.658 -0.03 0.01 -0.01
H 1.405 -0.431 -2.358 -0.06 -0.03 0.08
C 1.286 -1.662 -0.171 -0.21 -0.04 -0.05
C 1.495 -2.964 -0.690 0.06 0.09 -0.05
C 2.368 -3.902 -0.080 0.05 -0.11 -0.01
C 2.526 -5.181 -0.585 -0.01 0.06 0.04
C 1.852 -5.598 -1.729 -0.05 0.01 -0.05
C 1.002 -4.692 -2.360 0.05 -0.02 0.04
C 0.823 -3.415 -1.861 0.00 0.01 0.01
H 2.911 -3.601 0.806 -0.01 0.01 0.00
H 3.196 -5.868 -0.079 0.00 0.01 0.01
H 1.986 -6.598 -2.120 0.00 0.00 0.00
H 0.468 -4.990 -3.256 -0.01 0.01 0.00
H 0.149 -2.731 -2.366 0.00 -0.02 0.00
C 5.723 0.435 0.457 0.03 -0.09 -0.04
Te 3.780 -0.510 -0.009 0.02 0.05 0.05
C 3.011 0.953 1.373 -0.03 0.07 0.08
H 5.770 1.457 0.079 -0.01 0.00 0.02
H 6.511 -0.155 -0.016 -0.02 0.01 -0.01
H 5.887 0.430 1.535 0.01 0.03 -0.01
H 3.239 0.637 2.389 0.00 -0.01 0.00
H 1.945 1.211 1.368 0.12 -0.10 -0.16
H 3.539 1.878 1.149 -0.01 0.02 0.02
```
Forces are in eV/Å.

The value obtained for the LUMO energy (spin up / spin down) is 2.1 / 2.1 eV. The value obtained for the strongest force on any atom is 0.303 eV/Å. As for the total energy: -98507.633 eV. For the energy above the lowest of the compared OMol25 structures with the same formula, charge and spin, the calculation gives 0.00 kcal/mol. The total charge is -1.